Entry 1:
DFT (the ωB97M-V functional and the def2-TZVPD basis) results for a structure of composition C2H4I3NO.

Structure (XYZ):
```
11
Properties=species:S:1:pos:R:3:nbo_charge:R:1
C -1.4033 -0.5732 0.7908 0.0069
C -1.3343 0.4765 -1.2774 -0.1196
N -1.6430 -0.4615 -0.3903 -0.3824
O 2.3274 0.1585 1.9460 -0.9861
I -0.1090 2.3086 -0.2697 -0.2497
I 4.5921 -1.8030 0.0301 -0.1386
I 2.5932 0.0351 0.1346 1.0605
H -1.6650 -1.4772 1.2706 0.1822
H -0.5982 0.0155 1.2806 0.1900
H -2.2217 0.9172 -1.6423 0.2225
H -0.5382 0.4034 -1.8731 0.2143
```

Output
Kohn-Sham gap: 0.266 Ha
F_max: 3.94 eV/A
relative energy (zero: lowest compared OMol25 entry of this formula, charge and spin): 141.1 kJ/mol
total charge: 0
calculated total energy: -29974.2136 eV

***

Entry 2:
DFT (the ωB97M-V functional and the def2-TZVPD basis) results for the molecule CH2N2O2S.

Structure (XYZ):
```
8
Properties=species:S:1:pos:R:3:nbo_charge:R:1
C 0.9775 0.1278 -0.0926 0.0129
N 0.3702 -1.1175 0.1692 -0.0835
N -0.8422 -1.1787 -0.0614 -0.2985
O -2.1569 0.4576 0.9519 -0.8750
O 0.0679 1.0096 -0.4885 -0.6874
S -1.5659 0.4139 -0.3528 1.5317
H 1.5658 0.3169 0.7683 0.1964
H 1.5837 -0.0297 -0.8942 0.2032
```

Output
Kohn-Sham gap: 0.359 Ha
F_max: 4.37 eV/A
relative energy (zero: lowest compared OMol25 entry of this formula, charge and spin): 429.0 kJ/mol
total charge: 0
calculated total energy: -18976.8819 eV

***

Entry 3:
DFT (the ωB97M-V functional and the def2-TZVPD basis) results for a structure of composition C30H58F8InN2O32S12.

Structure (XYZ):
```
143
Properties=species:S:1:pos:R:3:lowdin_charge:R:1
In -3.4363 2.0864 1.4138 1.5408
C -2.1144 3.4260 -2.7353 -0.6578
F -1.1265 2.9468 -1.9940 0.1221
F -1.6629 4.4247 -3.4650 0.1905
F -2.5579 2.4530 -3.4993 0.1698
S -3.4192 4.1044 -1.5484 0.6419
O -2.7198 4.3693 -0.3142 -0.3434
O -4.0404 5.1966 -2.1748 -0.2033
N -4.3671 2.7702 -1.1097 -0.2793
S -5.6050 2.8079 -2.1435 0.5831
O -6.4486 3.8892 -1.7292 -0.2437
O -5.2460 2.7822 -3.5175 -0.2015
C -6.6029 1.2808 -1.7252 -0.6681
F -7.5845 1.2015 -2.6025 0.1864
F -5.8751 0.1711 -1.8006 0.1488
F -7.0887 1.3806 -0.4920 0.1348
N -1.5085 0.9198 -0.0520 -0.2583
S 0.1210 0.9189 -0.0725 0.4339
O 0.6955 1.6779 -1.1162 -0.2295
O 0.8312 -0.1695 0.4848 -0.2100
F 0.1977 1.9038 1.1897 -0.2143
S -1.5413 -0.4042 -1.1003 0.5068
O -1.7159 -1.6968 -0.5477 -0.2228
O -0.9641 -0.3139 -2.3824 -0.2004
F -3.1164 -0.0772 -1.3978 -0.2424
C 3.9039 -4.2874 -2.5749 -0.2014
C 3.8394 -4.5052 -1.0588 -0.2067
C 3.0881 -3.3071 -0.5257 -0.2274
S 1.6717 -3.0556 -1.6150 0.6923
O 1.4588 -1.6621 -1.9079 -0.3214
O 0.6391 -3.9594 -1.1693 -0.3198
C 2.5447 -3.8055 -3.0450 -0.1991
H 4.2455 -5.1808 -3.0924 0.1209
H 4.6405 -3.5000 -2.7547 0.1081
H 4.8054 -4.4970 -0.5568 0.1188
H 3.3118 -5.4490 -0.9041 0.1187
H 3.6539 -2.3719 -0.5424 0.1112
H 2.6631 -3.3726 0.4716 0.0917
H 2.5509 -3.0234 -3.8014 0.0757
H 1.8865 -4.5875 -3.4260 0.1020
C 0.1706 7.5016 1.3439 -0.2005
C 0.7304 6.4686 0.3773 -0.2098
C 1.0297 5.2028 1.1393 -0.2026
S -0.3219 5.0928 2.3356 0.7117
O 0.2121 5.0251 3.6680 -0.2952
O -1.2552 4.1108 1.8186 -0.3973
C -0.9821 6.7604 2.0387 -0.1953
H -0.1707 8.4329 0.8924 0.1224
H 0.9053 7.8867 2.0566 0.1232
H 1.6429 6.8491 -0.0850 0.1249
H 0.0285 6.2412 -0.4273 0.1233
H 1.9201 5.2282 1.7732 0.1120
H 1.1208 4.2536 0.6118 0.0870
H -1.5120 7.1169 2.9181 0.1108
H -1.7603 6.6661 1.2752 0.1006
C 1.9237 2.1837 4.4432 -0.2067
C 1.4047 2.6267 5.7970 -0.2121
C -0.1263 2.5250 5.8303 -0.1866
S -0.5381 1.1927 4.6615 0.7102
O -1.2811 1.7561 3.5433 -0.3839
O -1.0804 0.0996 5.4154 -0.3034
C 1.1845 0.8693 4.1456 -0.1895
H 2.9919 1.9835 4.4085 0.1178
H 1.6298 2.8323 3.6182 0.0907
H 1.6671 3.6654 6.0089 0.1202
H 1.8720 2.0571 6.6017 0.1213
H -0.5701 3.4484 5.4735 0.0862
H -0.3756 2.2146 6.8394 0.1079
H 1.1729 0.4580 3.1395 0.0910
H 1.5419 0.1212 4.8584 0.1041
C -0.0114 -5.2724 3.0571 -0.1990
C 1.0521 -4.7441 4.0130 -0.1883
C 0.7670 -3.2358 4.0243 -0.2217
S -0.9905 -3.0703 4.3184 0.7084
O -1.5187 -2.0671 3.4015 -0.3476
O -1.3602 -3.1106 5.6986 -0.2843
C -1.3305 -4.7154 3.5999 -0.2088
H -0.2336 -6.3401 3.0293 0.1232
H 0.1270 -4.9288 2.0321 0.1079
H 2.0845 -4.8927 3.7139 0.1195
H 0.9306 -5.0864 5.0440 0.1253
H 0.8052 -2.9695 2.9589 0.1009
H 1.3829 -2.5295 4.5701 0.1066
H -2.2614 -4.5785 3.0487 0.0996
H -1.6494 -5.3197 4.4543 0.1083
C 5.9473 4.0057 0.2091 -0.2122
C 6.5857 3.0383 1.2003 -0.2189
C 5.4310 2.2991 1.8661 -0.2295
S 4.1745 2.0440 0.5879 0.6821
O 2.9144 2.4654 1.1542 -0.3392
O 4.3958 0.7478 0.0151 -0.3038
C 4.8608 3.2831 -0.5643 -0.1978
H 6.6789 4.6015 -0.3291 0.1227
H 5.4169 4.7157 0.8605 0.1155
H 7.2066 3.4890 1.9717 0.1194
H 7.2055 2.2998 0.6811 0.1228
H 4.9508 3.0358 2.5213 0.0946
H 5.6206 1.4168 2.4686 0.1094
H 4.0642 3.9687 -0.8527 0.0992
H 5.1549 2.7502 -1.4677 0.1051
C -2.2846 -5.1101 -0.7574 -0.1985
C -1.4428 -6.3408 -0.9407 -0.1639
O -2.3310 -7.4051 -1.3378 -0.1840
S -3.7856 -7.1340 -0.6915 0.5983
O -3.8525 -7.7517 0.5741 -0.2192
O -4.7931 -7.3773 -1.6334 -0.2029
O -3.6213 -5.5284 -0.5366 -0.1823
H -2.2113 -4.4804 -1.6465 0.1266
H -1.8869 -4.5062 0.0581 0.1114
H -1.0530 -6.6977 0.0191 0.1253
H -0.6561 -6.2809 -1.6822 0.1282
C 2.5935 0.9930 -3.7372 -0.1449
C 2.1278 0.2789 -4.9784 -0.1786
O 3.2823 0.2105 -5.8154 -0.1574
S 4.5009 -0.1844 -4.8455 0.5976
O 5.6870 0.4016 -5.3176 -0.2040
O 4.4896 -1.5739 -4.5832 -0.2098
O 4.0032 0.6855 -3.5914 -0.1928
H 2.1350 0.7921 -2.7729 0.0993
H 2.5326 2.0775 -3.8755 0.1336
H 1.2510 0.8084 -5.3472 0.1350
H 1.7724 -0.7404 -4.8270 0.1064
C -2.6758 -1.7571 -6.0442 -0.1425
C -1.6140 -0.7010 -5.7299 -0.1540
O -0.4125 -1.4323 -5.5262 -0.2202
S -0.5675 -3.0244 -5.6652 0.5959
O -0.7150 -3.5659 -4.3653 -0.2163
O 0.4567 -3.4739 -6.5206 -0.1918
O -1.9727 -2.9499 -6.4339 -0.1767
H -3.3159 -1.3852 -6.8403 0.1356
H -3.2794 -2.0527 -5.1872 0.1308
H -1.9601 -0.2331 -4.8049 0.1116
H -1.4165 0.0100 -6.5292 0.1365
C -5.6796 -0.8251 1.9299 -0.1364
C -4.3028 -1.3892 1.7901 -0.2009
O -3.4327 -0.5416 2.5210 -0.1037
O -5.5394 0.6005 1.6492 -0.1475
H -6.0903 -1.0198 2.9250 0.1423
H -6.3960 -1.2345 1.2148 0.1448
H -3.9739 -1.3705 0.7428 0.1158
H -4.1820 -2.3925 2.2127 0.1505
H -2.5615 -1.0171 2.5979 0.0608
H -6.4102 0.9637 1.4575 0.0922
```

Output
Kohn-Sham gap: 0.098 Ha
F_max: 7.19 eV/A
total charge: +1
calculated total energy: -257467.4520 eV